[1]
A single C2H6FOP molecule in a non-equilibrium geometry, computed with wB97M-V/def2-TZVPD.

Calculated values
- Kohn-Sham gap (eV) = 8.32
- SMILES = OCC=[PH2]F
- energy above the lowest of the compared OMol25 structures with the same formula, charge and spin (kcal per mole) = 115.6

ORCA input file:
```
! wB97M-V def2-TZVPD RIJCOSX def2/J DEFGRID3
* xyz 0 1
H 0.608 -2.028 -0.462
H -1.130 0.879 0.769
C -0.801 -0.491 -0.541
H 1.592 1.439 -0.382
P 1.705 0.141 0.125
F 3.435 0.188 -0.064
C 0.468 -1.114 0.037
H 1.947 0.348 1.569
H -1.673 -0.918 -0.114
O -0.816 0.888 -0.068
H -0.804 -0.558 -1.593
*
```



[2]
A molecular structure, C7H11Br2NOPt in a non-equilibrium geometry, computed with wB97M-V/def2-TZVPD.

Calculated values
- Kohn-Sham gap (eV) = 5.94

ORCA input file:
```
! wB97M-V def2-TZVPD RIJCOSX def2/J DEFGRID3
* xyz 2 1
C -1.449 -0.404 1.016
C -2.476 -1.218 -0.854
H 3.140 0.053 1.014
H 1.604 0.502 -1.602
C 1.847 0.788 -0.571
Br 0.755 0.945 2.143
H -1.173 -0.015 -2.264
C -1.539 -0.063 -1.243
Br 2.632 2.557 -0.620
H -2.875 -1.798 1.210
H -2.067 -2.208 -1.072
H 2.370 -1.227 0.050
C -0.488 -0.227 -0.124
N -2.559 -1.021 0.633
C 2.816 -0.229 0.009
Pt 1.965 2.527 3.259
H -0.012 -1.217 -0.203
H 0.057 1.871 -0.105
H -3.454 -1.135 -1.321
O -1.192 0.069 2.166
H 3.703 -0.293 -0.618
H -2.106 0.845 -1.006
C 0.501 0.898 0.103
*
```



[3]
2 unconnected molecules or ions with the total composition C4H13NO3 in a non-equilibrium geometry, computed with wB97M-V/def2-TZVPD.

Calculated values
- Kohn-Sham gap (spin up / spin down) (eV) = 10.26 / 4.87
- ⟨S²⟩ = 0.76
- energy above the lowest of the compared OMol25 structures with the same formula, charge and spin (kcal per mole) = 61.0

ORCA input file:
```
! wB97M-V def2-TZVPD RIJCOSX def2/J DEFGRID3
* xyz 1 2
H -0.667 -2.031 -1.718
N 1.306 -2.181 0.307
H 1.420 -0.155 1.669
H -0.972 3.908 2.348
O 0.746 -0.590 -2.075
H -1.896 0.167 -2.229
H -0.756 0.875 -1.039
C 0.763 0.048 0.833
H 1.534 -2.735 -0.507
O -0.822 3.667 1.430
C -1.350 0.006 -1.238
H 1.413 -2.771 1.125
H -2.044 0.041 -0.421
H -0.595 2.757 1.245
H 1.247 0.546 0.018
C 0.126 -1.393 0.192
O -0.284 0.846 1.298
C -0.359 -1.088 -1.295
H -0.696 -1.739 0.836
H 1.517 -0.934 -1.608
H -0.777 0.350 1.967
*
```



[4]
2 unconnected molecules or ions with the total composition C2H3ClF2O in a non-equilibrium geometry, computed with wB97M-V/def2-TZVPD.

Calculated values
- Kohn-Sham gap (eV) = 11.12
- SMILES = FC(F)Cl.C=O
- energy above the lowest of the compared OMol25 structures with the same formula, charge and spin (kcal per mole) = 23.9

ORCA input file:
```
! wB97M-V def2-TZVPD RIJCOSX def2/J DEFGRID3
* xyz 0 1
O 0.445 1.447 -0.098
C -2.836 -0.259 0.085
Cl -4.275 0.745 0.228
H 1.489 0.051 0.810
H 1.316 -0.146 -0.962
F -3.179 -1.548 0.310
H -2.110 -0.119 0.956
C 1.087 0.460 -0.097
F -2.353 -0.196 -1.126
*
```



[5]
2 unconnected molecules or ions with the total composition C5H14 in a non-equilibrium geometry, computed with wB97M-V/def2-TZVPD.

Calculated values
- Kohn-Sham gap (eV) = 12.05
- SMILES = CCC.CC
- energy above the lowest of the compared OMol25 structures with the same formula, charge and spin (kcal per mole) = 15.3

ORCA input file:
```
! wB97M-V def2-TZVPD RIJCOSX def2/J DEFGRID3
* xyz 0 1
H -1.603 -2.063 0.276
C -1.954 1.306 -0.713
H 4.043 0.105 -0.046
H 1.613 -0.521 -0.707
C -1.413 -1.172 -0.313
H -2.840 1.477 -1.323
H -1.788 2.198 -0.113
H 2.451 -1.582 0.535
H -3.198 -0.114 0.143
H -0.322 -1.061 -0.277
C 2.060 -0.606 0.277
C 3.162 0.432 0.546
H -1.976 0.392 1.244
C -2.112 0.064 0.214
H -1.639 -1.373 -1.365
H 3.729 0.320 1.472
H 2.888 1.452 0.296
H -1.101 1.173 -1.383
H 1.267 -0.418 1.010
*
```



[6]
A molecular structure, C18H62Cd2N4O13 in a non-equilibrium geometry, computed with wB97M-V/def2-TZVPD.

Calculated values
- Kohn-Sham gap (eV) = 3.36
- energy above the lowest of the compared OMol25 structures with the same formula, charge and spin (kcal per mole) = 26.8

ORCA input file:
```
! wB97M-V def2-TZVPD RIJCOSX def2/J DEFGRID3
* xyz 2 1
O 29.173 -6.744 -45.101
C 24.091 -4.950 -47.393
H 24.720 -6.179 -51.104
H 27.629 -5.366 -45.478
H 23.770 -10.301 -40.118
H 25.632 -5.523 -42.377
H 24.870 -5.389 -46.760
H 30.564 -6.191 -48.822
H 23.141 -5.442 -47.169
O 19.934 -9.625 -47.570
H 20.277 -9.152 -48.345
O 24.316 -5.097 -48.779
H 24.732 -7.860 -46.688
C 23.216 -8.691 -45.342
C 24.765 -3.564 -51.409
C 23.473 -5.448 -42.808
H 19.608 -5.779 -42.638
C 27.270 -8.818 -42.569
O 27.854 -11.018 -45.653
H 20.150 -6.762 -46.568
H 26.390 -4.792 -48.621
H 19.614 -10.474 -47.918
H 28.842 -6.247 -48.516
H 23.986 -3.887 -47.157
H 25.022 -2.529 -51.193
C 25.503 -4.439 -49.169
O 27.091 -8.136 -41.350
H 27.942 -9.991 -39.666
H 26.194 -6.469 -50.643
N 29.580 -8.680 -48.234
O 23.244 -11.398 -42.540
H 27.999 -7.525 -46.613
H 25.062 -8.202 -41.089
H 23.729 -3.758 -51.116
H 28.178 -8.372 -42.984
C 25.958 -8.594 -40.591
H 24.657 -8.170 -49.246
H 27.431 -8.445 -48.484
O 23.043 -10.457 -48.676
H 22.958 -10.581 -42.115
H 27.046 -10.629 -46.020
H 26.949 -10.559 -38.540
H 27.681 -11.101 -44.709
H 23.116 -4.990 -41.885
H 20.335 -6.578 -45.034
H 29.810 -9.607 -47.881
H 29.871 -5.418 -47.380
H 23.324 -8.840 -44.259
H 25.486 -3.383 -48.856
H 20.144 -4.122 -42.865
H 26.010 -7.979 -39.688
H 24.992 -3.947 -42.850
H 22.594 -7.238 -42.973
H 22.908 -9.493 -48.841
C 24.667 -10.415 -39.511
H 27.200 -6.787 -44.492
H 26.034 -8.861 -48.031
H 24.600 -9.894 -38.556
H 22.697 -7.724 -45.346
Cd 20.131 -9.415 -45.462
H 23.496 -10.785 -49.471
Cd 23.511 -11.200 -46.725
H 27.503 -9.885 -42.508
H 24.184 -7.348 -43.215
C 24.650 -8.687 -45.974
N 25.668 -5.830 -51.245
H 21.078 -5.150 -41.823
H 23.033 -5.303 -44.891
H 26.690 -4.003 -50.944
O 26.492 -8.386 -48.735
C 22.560 -5.011 -43.953
O 21.257 -5.589 -43.862
C 28.963 -7.696 -46.114
H 22.473 -3.921 -43.929
O 25.131 -9.866 -46.616
N 27.104 -10.549 -39.543
O 22.242 -9.672 -45.780
H 25.372 -8.443 -45.189
H 25.892 -10.694 -41.178
O 23.779 -7.761 -49.341
H 24.737 -11.477 -39.258
C 25.750 -4.486 -50.669
H 26.431 -8.635 -43.253
H 30.193 -8.583 -49.040
C 20.489 -5.151 -42.738
C 25.958 -10.068 -40.280
H 28.990 -8.716 -45.714
H 23.641 -11.913 -41.826
C 27.996 -6.066 -44.720
H 28.246 -5.572 -43.782
C 24.935 -5.023 -43.040
H 25.174 -5.134 -44.101
H 23.923 -6.832 -49.051
H 30.984 -7.799 -46.949
H 24.837 -3.786 -52.472
C 29.822 -6.293 -48.030
O 20.033 -7.221 -45.723
N 23.493 -6.924 -42.599
C 29.959 -7.619 -47.287
*
```